Entry 1:
Computed, not measured: a structure of composition C21H32IrNO2S2, with wB97M-V/def2-TZVPD.

Each line ends with the Löwdin charge.
Atoms and positions in Å:
Ir -0.09 -0.79 0.33  1.155
C 2.98 -2.13 -0.04  -0.029
C 1.93 -1.40 -0.85  -0.284
C 2.16 -0.05 -1.21  -0.217
C 3.37 0.62 -0.61  -0.038
C 1.29 0.60 -2.10  -0.183
C 1.54 2.03 -2.53  -0.038
C 0.16 -0.07 -2.60  -0.185
C -0.78 0.59 -3.58  -0.021
C -0.12 -1.39 -2.19  -0.232
C -1.36 -2.08 -2.70  -0.035
C 0.79 -2.09 -1.35  -0.314
C 0.68 -3.59 -1.17  -0.028
H 2.77 -3.20 0.04  0.074
H 3.05 -1.74 0.97  0.088
H 3.96 -2.03 -0.50  0.098
H 4.28 0.27 -1.10  0.106
H 3.47 0.38 0.45  0.088
H 3.35 1.70 -0.70  0.052
H 1.87 2.06 -3.57  0.106
H 2.29 2.53 -1.93  0.056
H 0.63 2.63 -2.48  0.079
H -0.35 1.48 -4.03  0.071
H -1.72 0.87 -3.11  0.101
H -1.03 -0.09 -4.40  0.094
H -1.16 -2.60 -3.64  0.112
H -2.17 -1.37 -2.88  0.082
H -1.74 -2.80 -1.98  0.069
H 1.49 -4.08 -1.73  0.106
H -0.26 -3.98 -1.55  0.074
H 0.77 -3.89 -0.13  0.074
O -2.03 -1.35 0.22  -0.315
N -2.44 -2.26 1.18  -0.212
C -3.76 -2.63 1.11  -0.059
C -4.46 -2.91 2.25  -0.058
C -3.87 -2.83 3.53  -0.091
C -2.51 -2.53 3.58  -0.108
C -1.80 -2.24 2.44  -0.667
S -0.11 -2.03 2.38  0.785
H -4.17 -2.69 0.11  0.123
H -5.49 -3.22 2.14  0.112
H -4.43 -3.04 4.43  0.100
H -1.97 -2.56 4.52  0.110
C 2.33 4.44 1.87  -0.118
C 1.39 3.32 2.31  -0.368
S 0.85 2.40 0.88  0.973
O 0.46 1.02 1.44  -0.670
C -0.71 3.21 0.50  -0.372
C -1.78 3.04 1.57  -0.104
H 2.58 5.05 2.73  0.087
H 1.88 5.09 1.12  0.076
H 3.26 4.04 1.46  0.078
H 0.51 3.69 2.84  0.090
H 1.87 2.56 2.92  0.103
H -1.00 2.75 -0.44  0.081
H -0.45 4.25 0.29  0.103
H -1.83 2.01 1.91  0.074
H -2.75 3.30 1.14  0.090
H -1.62 3.69 2.43  0.076

Properties
Charge: +1
Total energy (a.u.): -1924.9129
HOMO level (alpha / beta) (eV): -7.974 / -11.235
2S+1: 6
Orbital gap (alpha / beta) (eV): 5.943 / 6.141

=====

Entry 2:
Computed, not measured: a structure of composition C20H26CdN2O2Si at a distorted geometry, with wB97M-V/def2-TZVPD.

Each line ends with the Löwdin charge.
Atoms and positions in Å:
C 0.71 2.20 1.37  -0.172
C -0.42 2.46 0.55  -0.193
C -1.57 1.95 1.20  -0.215
H -0.41 2.99 -0.40  0.097
C -1.15 1.32 2.43  -0.314
C 0.28 1.52 2.52  -0.230
H 0.88 1.33 3.42  0.082
H 1.73 2.51 1.15  0.088
H -2.60 2.07 0.86  0.080
H -1.81 1.13 3.28  0.074
Cd -1.18 -0.83 1.36  1.308
C -1.04 -2.40 -1.96  -0.248
H -2.13 -2.36 -1.84  0.014
H -0.62 -3.22 -1.38  0.007
H -0.82 -2.60 -3.02  0.015
Si -0.16 -0.68 -1.58  0.400
C 1.63 -0.78 -2.07  -0.289
C 2.45 0.34 -1.83  -0.106
H 2.03 1.26 -1.40  0.095
C 3.81 0.30 -2.15  -0.092
H 4.44 1.17 -2.00  0.100
C 4.35 -0.86 -2.73  -0.099
H 5.39 -0.89 -3.03  0.095
C 3.55 -1.99 -2.91  -0.098
H 3.95 -2.90 -3.34  0.098
C 2.19 -1.97 -2.56  -0.099
H 1.58 -2.86 -2.68  0.093
C -1.29 0.52 -2.47  -0.292
C -0.75 1.37 -3.44  -0.103
H 0.22 1.13 -3.90  0.100
C -1.42 2.55 -3.78  -0.095
H -0.96 3.23 -4.50  0.098
C -2.64 2.87 -3.18  -0.105
H -3.15 3.80 -3.41  0.095
C -3.24 1.96 -2.29  -0.104
H -4.20 2.18 -1.83  0.099
C -2.58 0.77 -1.96  -0.132
H -3.05 0.06 -1.28  0.087
H -0.32 -1.41 -0.16  -0.106
H 0.17 0.48 -0.66  -0.027
C -1.57 -1.69 6.03  -0.009
O -0.23 -1.56 5.47  -0.003
C -0.23 -1.41 4.16  -0.568
O -1.30 -1.48 3.50  -0.106
N 0.99 -1.15 3.63  0.016
N 1.10 -1.23 2.20  -0.004
H -1.38 -1.84 7.09  0.096
H -2.11 -2.54 5.59  0.100
H -2.15 -0.77 5.86  0.103
H 1.79 -1.39 4.22  0.165
H 1.77 -0.51 1.90  0.099
H 1.49 -2.14 1.95  0.104

Properties
Charge: 0
Total energy (a.u.): -1494.7571
HOMO level (eV): -6.685
Orbital gap (eV): 6.390

=====

Entry 3:
Computed, not measured: a structure of composition C11H12BrCl3GeN2OPt at a distorted geometry, with wB97M-V/def2-TZVPD.

Each line ends with the Löwdin charge.
Atoms and positions in Å:
Pt 0.08 0.98 0.62  0.749
O 4.22 -3.77 0.65  0.197
C 3.42 -2.77 0.49  -0.263
C 3.30 -2.00 -0.69  0.067
C 2.41 -0.95 -0.74  -0.089
N 1.64 -0.62 0.30  -0.134
C 1.74 -1.35 1.42  -0.660
Br 0.55 -0.71 2.81  0.894
C 2.58 -2.41 1.59  0.037
H 4.79 -4.02 -0.10  0.180
H 3.92 -2.23 -1.55  0.145
H 2.32 -0.35 -1.63  0.130
H 2.65 -2.97 2.50  0.149
C -0.91 1.53 -2.37  0.049
C -1.98 0.95 -1.57  -0.166
C -3.33 0.67 -1.91  0.137
C -3.92 0.11 -0.77  0.140
C -2.93 0.05 0.24  -0.153
C -3.08 -0.44 1.61  0.054
N -1.77 0.57 -0.27  -0.064
H -1.25 1.77 -3.38  0.126
H -0.07 0.83 -2.45  0.123
H -0.52 2.45 -1.91  0.106
H -3.80 0.86 -2.85  0.159
H -4.94 -0.21 -0.66  0.161
H -4.11 -0.73 1.80  0.125
H -2.76 0.31 2.34  0.131
H -2.44 -1.32 1.78  0.126
Cl 1.84 4.08 3.02  0.292
Ge 0.94 3.38 1.22  -0.194
Cl -0.89 4.50 0.89  0.215
Cl 2.28 3.80 -0.44  0.232

Properties
Charge: +3
Total energy (a.u.): -6760.8039
HOMO level (alpha / beta) (eV): -18.967 / -18.899
2S+1: 2
Orbital gap (alpha / beta) (eV): 4.559 / 4.499